ORCA calculation (ωB97M-V/def2-TZVPD) on the ion C19H25BrNO3 with charge +1.

Summary:
HOMO = -11.26 eV
Total charge = +1
ΔE to the lowest compared entry with this formula, charge and spin = 0.0000 eV
Multiplicity = 1
E_LUMO = -2.584 eV
SMILES = COc1cc(C[NH2+]C(C)(C)CO)cc(Br)c1OCc1ccccc1

Last column: natural (NBO) charge in e.
Positions of all 49 atoms, in Å:
Br: 3.04670 -0.21553 -0.98684  0.1023
O: -1.32942 2.55863 -0.79636  -0.5066
O: 0.43695 -3.17654 0.49803  -0.7506
O: 1.45666 2.12679 -0.42533  -0.4777
N: -1.51721 -3.32514 -1.14503  -0.5360
C: 0.42862 -1.09856 -1.67863  -0.2545
C: -0.84447 3.44987 2.09320  -0.2303
C: -1.92491 -3.22397 0.31280  0.1226
C: 0.59729 1.19595 -0.86886  0.2368
C: 0.18895 2.67220 1.58798  0.0370
C: -3.19652 -2.41577 0.49604  -0.6413
C: 1.02558 3.17069 0.43822  -0.0984
C: -2.11019 -4.66180 0.79173  -0.6369
C: -1.39633 1.72586 3.66843  -0.2177
C: 0.43152 1.42247 2.14433  -0.2593
C: 1.17180 -0.02592 -1.22318  -0.0995
C: -2.72615 2.73982 -0.85907  -0.2557
C: -0.95190 -0.98774 -1.72179  -0.0809
C: -1.77369 -2.19273 -2.08396  -0.2349
C: -1.55204 0.22763 -1.40878  -0.3071
C: -0.36212 0.94942 3.17508  -0.2037
C: -0.72534 -2.58229 1.03874  -0.0876
C: -1.62933 2.98127 3.13139  -0.2018
C: -0.80232 1.33560 -1.03037  0.3378
H: 0.94046 -2.00350 -1.96585  0.2273
H: -2.89050 3.79167 -0.63521  0.2163
H: -3.11534 2.52061 -1.85723  0.1854
H: -2.37844 -4.67185 1.84395  0.2473
H: -2.62236 0.32112 -1.49859  0.2264
H: -0.71703 -1.49644 0.88441  0.2022
H: -1.03011 4.42622 1.67152  0.2167
H: -0.16226 -0.02185 3.60453  0.2072
H: -4.01438 -2.83801 -0.08252  0.2268
H: -0.48649 -3.45535 -1.06277  0.4745
H: -1.92896 -4.17809 -1.53201  0.4319
H: -0.80798 -2.78207 2.11147  0.2002
H: -3.24114 2.12938 -0.11123  0.1822
H: -2.90896 -5.15889 0.24527  0.2195
H: -3.05141 -1.37557 0.22163  0.2316
H: 1.22533 -2.80589 0.90798  0.5128
H: -2.83766 -1.95715 -2.08397  0.2317
H: -1.49729 -2.54308 -3.08249  0.2383
H: 1.96298 3.60154 0.80682  0.2167
H: -2.42615 3.59599 3.52149  0.2224
H: -1.18721 -5.22595 0.67900  0.2372
H: 0.48521 3.93702 -0.12581  0.2031
H: 1.25483 0.82390 1.78004  0.2158
H: -2.01168 1.35928 4.47592  0.2198
H: -3.48447 -2.44318 1.54307  0.2505